[1]
DFT (ωB97M-V with the def2-TZVPD basis set) results for a molecular structure, C26H24Cl5NOP2Yb in a non-equilibrium geometry.

Geometry (Å):
C1 -0.978 -0.162 -3.417
C2 0.081 -0.016 -2.526
C3 0.124 1.210 -1.789
C4 -0.660 2.317 -2.122
C5 -1.711 2.134 -3.013
C6 -1.879 0.891 -3.628
C7 -0.498 3.580 -1.278
C8 0.771 3.568 -0.435
C9 1.291 2.327 -0.061
C10 2.409 2.216 0.788
C11 2.970 3.391 1.281
C12 2.423 4.637 0.954
C13 1.313 4.731 0.110
H1 -1.076 -1.091 -3.987
H2 -2.378 2.976 -3.218
H3 -2.709 0.755 -4.323
H4 -0.476 4.449 -1.949
H5 3.846 3.327 1.929
H6 2.865 5.546 1.362
H7 0.861 5.694 -0.142
N1 0.643 1.175 -0.497
Yb1 -0.820 -0.240 -0.195
C14 1.228 -1.010 -2.357
H8 2.184 -0.493 -2.563
H9 1.108 -1.830 -3.083
C15 2.995 0.846 1.090
H10 3.739 0.560 0.324
H11 3.516 0.872 2.059
P1 1.531 -1.832 -0.740
P2 1.846 -0.568 1.193
C16 0.400 -0.008 2.159
H12 -0.241 -0.860 2.441
H13 0.815 0.428 3.079
H14 -0.198 0.799 1.687
C17 2.628 -1.761 2.306
H15 3.011 -1.193 3.166
H16 1.892 -2.497 2.659
H17 3.461 -2.273 1.808
C18 0.061 -2.887 -0.525
H18 0.333 -3.862 -0.962
H19 -0.185 -3.049 0.535
H20 -0.841 -2.534 -1.066
C19 2.912 -2.965 -0.939
H21 3.017 -3.606 -0.053
H22 2.722 -3.601 -1.817
H23 3.849 -2.411 -1.094
C20 -1.580 3.646 -0.312
O1 -2.066 2.757 0.347
H24 -1.679 4.726 -0.426
Cl1 -1.014 -3.174 3.026
C21 -2.491 -2.755 2.219
C22 -2.497 -1.810 1.221
C23 -3.625 -1.532 0.501
Cl2 -3.532 -0.412 -0.858
C24 -4.854 -2.175 0.806
Cl3 -6.262 -1.799 -0.081
C25 -4.877 -3.143 1.840
Cl4 -6.319 -3.988 2.186
C26 -3.692 -3.430 2.566
Cl5 -3.705 -4.591 3.817

Energy relative to the best compared isomer or geometry (same formula, charge and spin) ... 502.1 kJ/mol
Total energy ... -5277.162764 a.u.
Charge ... +1
Largest force on an atom ... 5.24 eV/Å
2S+1 ... 2

***

[2]
DFT (ωB97M-V with the def2-TZVPD basis set) results for 21 unconnected molecules or ions with the total composition C26H24Cl60F10N2O2S in a non-equilibrium geometry.

Geometry (Å):
N1 -0.798 0.203 -1.728
C1 -0.075 -0.740 -2.173
C2 1.352 -0.488 -2.580
N2 2.401 -1.053 -1.702
C3 3.231 -0.106 -1.009
F1 4.249 -0.729 -0.416
F2 3.779 0.697 -1.949
C4 2.526 0.831 0.043
F3 1.221 0.511 0.154
F4 3.056 0.661 1.289
C5 2.588 2.362 -0.244
F5 1.734 2.908 0.661
F6 2.079 2.654 -1.454
C6 3.975 3.100 -0.011
F7 4.235 3.875 -1.081
F8 3.863 3.926 1.038
F9 4.996 2.287 0.195
S1 2.018 -2.475 -0.963
O1 1.563 -3.329 -1.998
O2 1.207 -2.315 0.185
F10 3.382 -2.981 -0.506
H1 -1.726 -0.158 -1.519
H2 -0.481 -1.740 -2.300
H3 1.470 0.579 -2.705
H4 1.490 -0.915 -3.568
C7 -3.731 2.660 -1.444
Cl1 -4.480 3.675 -0.209
Cl2 -1.997 2.963 -1.547
Cl3 -4.086 0.956 -1.109
H5 -4.164 2.915 -2.402
C8 -3.425 -2.156 1.944
Cl4 -3.364 -3.920 1.984
Cl5 -2.415 -1.532 0.641
Cl6 -5.095 -1.610 1.763
H6 -3.041 -1.781 2.883
C9 7.564 1.450 -2.428
Cl7 6.210 2.562 -2.228
Cl8 9.011 2.063 -1.633
Cl9 7.130 -0.135 -1.785
H7 7.781 1.343 -3.482
C10 9.030 -3.271 -1.416
Cl10 9.921 -3.872 -2.811
Cl11 7.329 -3.738 -1.500
Cl12 9.727 -3.847 0.098
H8 9.087 -2.190 -1.420
C11 -6.936 -4.840 1.132
Cl13 -7.837 -4.697 -0.380
Cl14 -7.957 -4.358 2.483
Cl15 -6.329 -6.482 1.354
H9 -6.088 -4.169 1.086
C12 5.090 -0.624 4.355
Cl16 5.606 1.038 4.649
Cl17 3.669 -1.011 5.327
Cl18 4.739 -0.852 2.642
H10 5.894 -1.287 4.647
C13 7.143 -5.270 2.531
Cl19 5.855 -4.066 2.410
Cl20 8.454 -4.689 3.560
Cl21 6.512 -6.806 3.122
H11 7.543 -5.427 1.537
C14 0.253 2.237 3.039
Cl22 -1.322 2.288 3.835
Cl23 1.162 3.717 3.357
Cl24 1.178 0.827 3.546
H12 0.090 2.168 1.971
C15 1.288 2.722 7.046
Cl25 -0.298 2.749 7.820
Cl26 2.180 4.205 7.394
Cl27 2.209 1.304 7.543
H13 1.139 2.666 5.976
C16 12.707 1.687 -3.526
Cl28 12.165 3.328 -3.875
Cl29 13.333 1.571 -1.882
Cl30 11.399 0.530 -3.778
H14 13.508 1.443 -4.211
C17 -9.989 -1.384 4.096
Cl31 -9.870 -2.500 5.457
Cl32 -10.791 0.112 4.578
Cl33 -8.392 -1.062 3.418
H15 -10.589 -1.855 3.329
C18 -1.516 6.498 1.546
Cl34 -0.358 5.282 1.012
Cl35 -1.886 7.638 0.250
Cl36 -2.976 5.714 2.145
H16 -1.071 7.049 2.363
C19 -11.546 -4.052 -0.695
Cl37 -10.742 -2.538 -0.287
Cl38 -12.779 -4.449 0.503
Cl39 -12.244 -3.978 -2.313
H17 -10.802 -4.838 -0.684
C20 -4.047 0.690 -5.233
Cl40 -5.240 1.945 -4.884
Cl41 -2.443 1.187 -4.689
Cl42 -4.512 -0.841 -4.490
H18 -4.012 0.547 -6.305
C21 -9.477 -6.775 5.479
Cl43 -10.248 -6.057 6.895
Cl44 -10.445 -6.486 4.032
Cl45 -7.836 -6.160 5.283
H19 -9.419 -7.844 5.635
C22 -6.051 4.717 4.781
Cl46 -5.167 3.913 3.482
Cl47 -7.710 4.141 4.861
Cl48 -5.230 4.492 6.327
H20 -6.080 5.778 4.564
C23 12.074 -5.192 -6.306
Cl49 12.611 -3.608 -5.749
Cl50 10.637 -5.707 -5.424
Cl51 11.749 -5.164 -8.041
H21 12.866 -5.905 -6.118
C24 -9.292 7.786 4.036
Cl52 -7.557 7.421 4.069
Cl53 -9.616 9.127 2.939
Cl54 -10.236 6.372 3.582
H22 -9.586 8.085 5.032
C25 -7.884 4.914 -6.332
Cl55 -7.661 3.813 -4.971
Cl56 -8.589 6.439 -5.798
Cl57 -6.355 5.187 -7.168
H23 -8.571 4.451 -7.028
C26 8.520 -3.456 -8.276
Cl58 9.103 -1.894 -7.699
Cl59 7.121 -3.989 -7.343
Cl60 8.143 -3.391 -9.998
H24 9.313 -4.177 -8.134

Total energy ... -30273.344499 a.u.
Largest force on an atom ... 2.09 eV/Å

***

[3]
DFT (ωB97M-V with the def2-TZVPD basis set) results for a molecular structure, C26H24F5NOP2ReS in a non-equilibrium geometry.

Geometry (Å):
C1 -2.126 2.718 -3.248
C2 -1.861 1.569 -2.543
C3 -0.521 1.147 -2.396
C4 0.523 2.106 -2.526
C5 0.223 3.332 -3.147
C6 -1.062 3.592 -3.598
C7 1.806 1.717 -2.238
C8 2.140 0.379 -2.291
C9 1.091 -0.577 -2.177
C10 1.421 -1.942 -2.045
C11 2.678 -2.388 -2.453
C12 3.674 -1.419 -2.794
C13 3.432 -0.080 -2.627
H1 -3.184 2.961 -3.481
H2 1.080 4.010 -3.257
H3 -1.283 4.510 -4.106
H4 2.538 2.440 -1.921
H5 2.878 -3.460 -2.465
H6 4.660 -1.767 -3.069
H7 4.177 0.723 -2.736
N1 -0.204 -0.165 -2.212
Re1 -0.248 0.013 0.423
C14 -2.906 0.674 -1.940
H8 -2.923 -0.316 -2.401
H9 -3.911 1.107 -1.996
C15 0.350 -2.838 -1.507
H10 -0.507 -2.902 -2.184
H11 0.722 -3.863 -1.370
P1 -2.458 0.481 -0.154
P2 -0.221 -2.166 0.140
C16 0.883 -3.115 1.267
H12 0.590 -2.893 2.301
H13 0.783 -4.199 1.114
H14 1.938 -2.847 1.143
C17 -1.750 -3.163 0.335
H15 -1.525 -4.235 0.435
H16 -2.279 -2.859 1.245
H17 -2.429 -3.050 -0.516
C18 -2.904 2.124 0.515
H18 -3.872 2.467 0.121
H19 -2.956 2.023 1.608
H20 -2.117 2.840 0.254
C19 -3.865 -0.513 0.464
H21 -3.740 -0.634 1.551
H22 -4.820 -0.001 0.270
H23 -3.889 -1.503 -0.003
C20 -0.889 -0.003 2.257
O1 -1.344 -0.080 3.356
H24 0.731 1.160 -0.059
F1 1.921 1.304 6.930
C21 1.978 1.054 5.607
C22 1.481 1.999 4.705
F2 0.957 3.156 5.151
C23 1.456 1.687 3.348
F3 0.901 2.570 2.481
C24 1.920 0.448 2.888
S1 1.989 0.016 1.196
C25 2.486 -0.457 3.801
F4 2.991 -1.625 3.347
C26 2.490 -0.169 5.167
F5 2.907 -1.095 6.045

Energy relative to the best compared isomer or geometry (same formula, charge and spin) ... 226.0 kJ/mol
Total energy ... -2793.008165 a.u.
Charge ... +2
Largest force on an atom ... 6.11 eV/Å
2S+1 ... 4

***

[4]
DFT (ωB97M-V with the def2-TZVPD basis set) results for a molecular structure, C26H24F5NOP2Ru in a non-equilibrium geometry.

Geometry (Å):
C1 -2.294 2.483 -2.532
C2 -1.990 1.233 -1.976
C3 -0.628 0.815 -1.984
C4 0.385 1.793 -2.153
C5 0.058 3.054 -2.670
C6 -1.280 3.364 -2.915
C7 1.649 1.409 -1.456
C8 2.055 0.034 -1.880
C9 0.996 -0.899 -1.722
C10 1.315 -2.262 -1.459
C11 2.618 -2.697 -1.728
C12 3.620 -1.793 -2.082
C13 3.358 -0.424 -2.099
H1 -3.339 2.771 -2.623
H2 0.866 3.753 -2.891
H3 -1.537 4.309 -3.392
H4 2.433 2.158 -1.403
H5 2.849 -3.758 -1.617
H6 4.618 -2.154 -2.325
H7 4.141 0.309 -2.306
N1 -0.309 -0.472 -1.617
Ru1 -0.426 -0.199 1.047
C14 -2.988 0.334 -1.281
H8 -2.908 -0.691 -1.679
H9 -4.009 0.731 -1.374
C15 0.227 -3.120 -0.863
H10 -0.661 -3.103 -1.518
H11 0.585 -4.151 -0.705
P1 -2.593 0.166 0.555
P2 -0.401 -2.448 0.787
C16 0.754 -3.210 1.973
H12 0.382 -3.014 2.988
H13 0.816 -4.294 1.794
H14 1.738 -2.742 1.846
C17 -1.898 -3.478 1.005
H15 -1.603 -4.536 1.084
H16 -2.402 -3.173 1.932
H17 -2.569 -3.344 0.144
C18 -3.068 1.803 1.198
H18 -4.047 2.091 0.792
H19 -3.114 1.740 2.294
H20 -2.303 2.534 0.913
C19 -3.954 -0.876 1.177
H21 -3.826 -1.000 2.261
H22 -4.908 -0.368 0.977
H23 -3.948 -1.860 0.692
C20 -0.824 -0.328 2.830
O1 -1.033 -0.435 3.974
H24 1.240 1.192 -0.346
F1 2.785 -0.774 1.659
C21 2.524 0.547 1.836
C22 1.221 1.038 1.788
C23 1.081 2.425 1.810
F2 -0.123 3.006 1.570
C24 2.178 3.287 1.928
F3 1.987 4.615 1.898
C25 3.466 2.768 1.978
F4 4.531 3.586 2.018
C26 3.638 1.389 1.935
F5 4.870 0.862 1.914

Energy relative to the best compared isomer or geometry (same formula, charge and spin) ... 0.0 kJ/mol
Total energy ... -2411.664634 a.u.
Charge ... +1
Largest force on an atom ... 4.14 eV/Å
2S+1 ... 6

***

[5]
DFT (ωB97M-V with the def2-TZVPD basis set) results for a molecular structure, C26H24HgO2S5Sb2Se4 in a non-equilibrium geometry.

Geometry (Å):
Hg1 -0.052 -2.313 -0.284
S1 -1.419 -3.817 -3.315
Sb1 -0.570 -5.226 -1.468
S2 1.542 -4.216 -1.112
S3 -1.634 -4.135 0.396
O1 1.350 -0.582 0.610
S4 0.953 -0.178 2.008
C1 1.223 1.622 2.058
C2 2.521 2.047 1.454
C3 3.617 2.371 2.248
C4 4.840 2.685 1.672
C5 4.977 2.665 0.291
C6 3.886 2.351 -0.508
C7 2.661 2.049 0.068
C8 2.347 -0.740 3.026
C9 2.391 -2.235 2.898
C10 1.431 -3.023 3.527
C11 1.413 -4.395 3.330
C12 2.356 -4.989 2.505
C13 3.312 -4.210 1.873
C14 3.327 -2.837 2.065
H1 1.109 1.925 3.101
H2 0.373 1.988 1.482
H3 3.509 2.382 3.328
H4 5.684 2.938 2.300
H5 5.934 2.894 -0.162
H6 3.987 2.330 -1.586
H7 1.810 1.804 -0.555
H8 2.124 -0.418 4.047
H9 3.266 -0.270 2.676
H10 0.672 -2.555 4.143
H11 0.635 -4.994 3.786
H12 2.318 -6.054 2.318
H13 4.013 -4.664 1.186
H14 4.040 -2.220 1.532
O2 -1.551 0.395 1.123
S5 -2.571 1.453 0.816
C15 -1.780 2.462 -0.431
C16 -1.220 3.657 0.010
C17 -0.425 4.396 -0.855
C18 -0.204 3.933 -2.148
C19 -0.789 2.752 -2.586
C20 -1.586 2.009 -1.727
C21 -3.829 0.679 -0.177
C22 -4.811 1.461 -0.773
C23 -5.698 0.863 -1.648
C24 -5.596 -0.497 -1.925
C25 -4.641 -1.271 -1.287
C26 -3.748 -0.684 -0.398
H15 -1.400 3.994 1.025
H16 0.022 5.324 -0.521
H17 0.421 4.505 -2.823
H18 -0.663 2.403 -3.604
H19 -2.065 1.105 -2.086
H20 -4.851 2.530 -0.588
H21 -6.429 1.467 -2.170
H22 -6.209 -0.944 -2.696
H23 -4.541 -2.321 -1.530
H24 -2.978 -1.274 0.081
Se1 -3.314 1.060 -4.790
Sb2 -2.706 -1.307 -4.959
Se2 -1.129 -1.720 -6.738
Se3 -4.695 -2.691 -4.759
Se4 -0.956 -1.717 -2.770

Energy relative to the best compared isomer or geometry (same formula, charge and spin) ... 14.8 kJ/mol
Total energy ... -13386.397339 a.u.
Charge ... -2
Largest force on an atom ... 1.28 eV/Å

***

[6]
DFT (ωB97M-V with the def2-TZVPD basis set) results for C26H24N2O6S in the gas phase.

Geometry (Å):
C1 4.153 8.787 -0.173
O1 3.749 7.426 -0.163
C2 2.498 7.193 0.259
O2 1.744 8.067 0.610
C3 2.151 5.750 0.244
C4 0.878 5.374 0.667
C5 0.509 4.045 0.672
C6 1.415 3.074 0.254
N1 1.041 1.716 0.259
C7 1.028 0.893 -0.852
C8 1.400 1.380 -2.208
C9 0.588 -0.334 -0.461
C10 0.333 -0.278 0.942
C11 -0.104 -1.348 1.809
O3 -0.133 -1.285 3.021
C12 -0.517 -2.655 1.115
O4 -1.293 -2.430 -0.056
C13 -2.607 -2.643 0.003
O5 -3.198 -3.047 0.969
C14 -3.249 -2.321 -1.332
C15 -3.492 -3.579 -2.184
S1 -1.938 -4.364 -2.715
C16 -1.501 -5.191 -1.219
C17 -0.166 -5.448 -0.944
C18 0.191 -6.113 0.214
C19 -0.790 -6.516 1.108
C20 -2.121 -6.269 0.834
C21 -2.495 -5.612 -0.335
N2 -3.846 -5.428 -0.611
C22 -4.420 -4.549 -1.466
O6 -5.617 -4.513 -1.638
C23 0.626 1.020 1.350
C24 0.560 1.607 2.710
C25 2.689 3.445 -0.167
C26 3.055 4.776 -0.173
H1 4.080 9.211 0.831
H2 5.183 8.796 -0.519
H3 3.516 9.367 -0.844
H4 0.191 6.144 0.985
H5 -0.480 3.751 0.988
H6 1.041 2.396 -2.368
H7 2.481 1.376 -2.352
H8 0.960 0.727 -2.957
H9 0.464 -1.188 -1.094
H10 0.383 -3.194 0.801
H11 -1.082 -3.265 1.826
H12 -2.601 -1.636 -1.881
H13 -4.217 -1.851 -1.141
H14 -3.985 -3.275 -3.112
H15 0.581 -5.124 -1.652
H16 1.231 -6.311 0.421
H17 -0.517 -7.025 2.019
H18 -2.890 -6.582 1.524
H19 -4.497 -5.945 -0.033
H20 -0.436 2.003 2.913
H21 0.753 0.827 3.442
H22 1.283 2.413 2.824
H23 3.391 2.685 -0.472
H24 4.042 5.069 -0.494

Energy relative to the best compared isomer or geometry (same formula, charge and spin) ... 26.7 kJ/mol
Total energy ... -1964.386466 a.u.
SMILES ... COC(=O)c1ccc(-n2c(C)cc(C(=O)COC(=O)C[C@H]3Sc4ccccc4NC3=O)c2C)cc1
Largest force on an atom ... 0.94 eV/Å

***

[7]
DFT (ωB97M-V with the def2-TZVPD basis set) results for a molecular structure, C26H25Br2CaN9O2S in a non-equilibrium geometry.

Geometry (Å):
Ca1 -0.015 -0.546 0.455
C1 1.311 3.015 2.876
C2 0.381 2.010 2.259
N1 0.482 0.753 2.445
N2 1.414 0.298 3.305
C3 1.652 -1.035 3.452
N3 2.725 -1.311 4.221
S1 0.742 -2.250 2.790
C4 -0.577 2.471 1.230
C5 -1.228 3.699 1.327
C6 -2.044 4.113 0.290
C7 -2.164 3.310 -0.833
C8 -1.488 2.101 -0.846
N4 -0.733 1.682 0.164
H1 2.319 2.820 2.490
H2 1.329 2.942 3.966
H3 1.041 4.029 2.597
H4 2.155 0.927 3.581
H5 3.306 -0.601 4.632
H6 2.934 -2.277 4.389
H7 -1.117 4.312 2.211
H8 -2.575 5.054 0.353
H9 -2.769 3.608 -1.677
H10 -1.544 1.439 -1.701
O1 -1.354 -0.964 -1.122
N5 -2.581 -0.785 -0.784
N6 -2.790 -0.651 0.467
O2 -1.859 -0.685 1.378
C9 -4.149 -0.494 0.897
C10 -5.194 -0.357 -0.013
C11 -6.488 -0.218 0.459
C12 -6.747 -0.217 1.822
C13 -5.701 -0.352 2.721
C14 -4.400 -0.489 2.262
H11 -4.985 -0.360 -1.072
H12 -7.304 -0.112 -0.244
H13 -7.762 -0.111 2.183
H14 -5.892 -0.355 3.786
H15 -3.567 -0.596 2.941
C15 4.778 -3.153 -2.125
C16 3.381 -3.477 -1.677
C17 2.826 -4.744 -1.791
C18 1.534 -4.974 -1.346
C19 0.839 -3.906 -0.805
Br1 -0.914 -4.171 -0.146
N7 1.338 -2.689 -0.687
C20 2.586 -2.486 -1.110
H16 5.278 -4.030 -2.534
H17 5.366 -2.776 -1.286
H18 4.764 -2.371 -2.885
H19 3.402 -5.555 -2.220
H20 1.076 -5.950 -1.406
H21 2.970 -1.481 -0.976
Br2 1.804 3.884 -1.344
C21 1.818 2.472 -2.611
C22 2.296 2.713 -3.891
C23 2.277 1.648 -4.777
C24 1.792 0.419 -4.356
C25 1.335 0.300 -3.052
N8 1.353 1.320 -2.195
H22 2.659 3.689 -4.178
H23 2.631 1.778 -5.791
H24 1.762 -0.427 -5.029
H25 0.922 -0.626 -2.668
N9 3.197 0.612 0.762
C26 2.165 0.161 0.466

Energy relative to the best compared isomer or geometry (same formula, charge and spin) ... 217.3 kJ/mol
Total energy ... -7872.887202 a.u.
Largest force on an atom ... 3.03 eV/Å